1.
A structure of composition C4H4AuO2 at a distorted geometry, computed with ωB97M-V/def2-TZVPD.

```
! RIJCOSX wB97M-V def2-TZVPD def2/J DEFGRID3
* xyz 1 3
O 1.9427 -0.8103 -0.6334
C 0.6462 -0.4829 -0.5822
H 0.8040 1.2299 -0.1542
C -0.6381 -0.4877 -1.0479
C -1.2796 0.1622 0.1663
C 0.1574 0.6021 0.5102
O 0.9012 0.5714 1.6996
H -1.0314 -0.7117 -2.0417
H -1.7095 -0.5319 0.9061
H -2.0046 0.9769 0.0019
Au 2.2118 -0.5182 1.1753
*
```

The calculated total energy is -440.37299 Eh. The value obtained for the HOMO energy (alpha / beta) is -14.71 / -14.40 eV. Its LUMO energy (alpha / beta) is -5.368 / -7.895 eV.

Here are the Löwdin charges for atoms 1 to 2, given in e: -0.139 -0.276

=====

2.
An isolated molecule of C4H4BBrO3 at a distorted geometry, computed with ωB97M-V/def2-TZVPD.

```
! RIJCOSX wB97M-V def2-TZVPD def2/J DEFGRID3
* xyz 0 1
B 0.4197 -0.5627 1.4665
C -0.4131 0.9008 -2.0006
C -1.6163 0.7150 -1.3637
C -0.1090 -0.0021 0.0659
C 0.5613 0.4232 -1.1718
O -1.4325 0.3159 -0.1003
O 1.7419 -0.7870 1.5486
O -0.5554 -0.9063 2.3136
Br 2.3469 0.0815 -1.3964
H -0.0830 1.2603 -2.9547
H -2.5400 0.9284 -1.8504
H 1.9735 -1.5423 2.1502
H -0.2940 -0.8249 3.2931
*
```

The calculated total energy is -2979.46755 Eh. Its SMILES is OB(O)c1occc1Br. The value obtained for the HOMO energy is -8.28 eV. Its LUMO energy is 0.248 eV.

Here are the Löwdin charges for atoms 1 to 2, given in e: -0.702 -0.108

=====

3.
A structure of composition C4H4BiO5 at a distorted geometry, computed with ωB97M-V/def2-TZVPD.

```
! RIJCOSX wB97M-V def2-TZVPD def2/J DEFGRID3
* xyz 1 1
O -0.3088 -1.3666 0.6188
C -1.3369 -1.8488 1.5208
O -2.2629 -2.5540 1.1444
O -1.1993 -1.2806 2.6765
H 4.0983 1.4237 -1.1249
O 2.7906 0.2784 -0.0134
C 3.1145 0.9622 -1.2541
C 1.9743 1.9691 -1.3852
O 1.1931 1.7174 -0.1854
C 1.6040 0.6280 0.4191
H 3.1454 0.2210 -2.0591
H 1.3333 1.8015 -2.2570
H 2.3001 3.0134 -1.3490
Bi 0.5228 -0.3534 2.1213
*
```

The calculated total energy is -745.26571 Eh. The value obtained for the HOMO energy is -14.09 eV. Its LUMO energy is -6.881 eV.

Here are the Löwdin charges for atoms 1 to 2, given in e: -0.278 -0.767

=====

4.
An isolated molecule of C4H4Br2, computed with ωB97M-V/def2-TZVPD.

```
! RIJCOSX wB97M-V def2-TZVPD def2/J DEFGRID3
* xyz 0 1
C 0.6152 -0.0084 -0.5162
C -0.1898 -0.3571 0.6939
C 0.2050 1.0573 0.4410
C -0.7480 -0.5907 -0.6678
Br 1.5741 1.8122 1.5694
Br -0.8711 -2.4163 -1.2757
H 1.5683 -0.3011 -0.9003
H -0.0510 -1.0026 1.5340
H -0.5258 1.8122 0.1724
H -1.5769 -0.0054 -1.0506
*
```

The calculated total energy is -5302.76524 Eh. Its SMILES is Br[C@H]1[C@@H]2[C@@H](Br)[C@H]12. The value obtained for the HOMO energy is -9.98 eV. Its LUMO energy is 0.685 eV.

Here are the Löwdin charges for atoms 1 to 2, given in e: -0.240 -0.240

=====

5.
An isolated molecule of C4H4Br2O3 at a distorted geometry, computed with ωB97M-V/def2-TZVPD.

```
! RIJCOSX wB97M-V def2-TZVPD def2/J DEFGRID3
* xyz 0 1
C 1.1309 0.1599 0.2471
C -0.9489 0.9949 -0.1308
C -1.3687 -0.5194 0.2171
C 2.5542 0.1637 0.1207
O 0.1776 -0.9570 0.3504
O 0.4236 1.2755 0.2312
O -1.9362 -0.9945 -0.8361
Br 3.4209 1.8150 0.1410
Br 3.2646 -1.6235 0.1100
H -1.1240 0.8412 -1.1994
H -1.7983 1.6376 0.3185
H -1.7144 -0.7856 1.1798
H -2.0814 -2.0081 -0.7495
*
```

The calculated total energy is -5528.45420 Eh. Its SMILES is O[C@@H]1COC(=C(Br)Br)O1. The value obtained for the HOMO energy is -7.95 eV. Its LUMO energy is 0.260 eV.

Here are the Löwdin charges for atoms 1 to 2, given in e: -0.460 -0.039

=====

6.
A cluster of 2 separate species, C4H4BrCl in total at a distorted geometry, computed with ωB97M-V/def2-TZVPD.

```
! RIJCOSX wB97M-V def2-TZVPD def2/J DEFGRID3
* xyz 0 1
C 0.8257 -2.0423 0.2626
C -0.7544 2.0245 -0.1943
C 1.0260 -0.7542 0.1801
C -1.1149 0.8034 0.1116
Cl 2.2219 0.3275 -0.1975
Br -2.6262 -0.2208 -0.0172
H 1.4274 -2.8978 -0.2724
H 0.0381 -2.4618 0.9058
H -1.3563 2.7940 -0.6212
H 0.3128 2.4276 -0.1575
*
```

The calculated total energy is -3188.80425 Eh. The value obtained for the HOMO energy (alpha / beta) is -8.62 / -8.62 eV. Its LUMO energy (alpha / beta) is -0.480 / -0.326 eV.

Here are the Löwdin charges for atoms 1 to 2, given in e: -0.118 -0.148

=====

7.
The ion C4H4BrF2N5O3P with charge +1 at a distorted geometry, computed with ωB97M-V/def2-TZVPD.

```
! RIJCOSX wB97M-V def2-TZVPD def2/J DEFGRID3
* xyz 1 1
O 2.3598 -3.4968 0.9557
C 2.3354 -2.2305 0.5101
F 3.0252 -1.2164 1.3644
N 1.6240 -1.8907 -0.8132
C 2.6928 -1.2462 -1.6727
O 3.1487 -1.9710 -2.7313
F 3.3188 0.0825 -1.4277
C 0.4919 -0.9444 -0.4778
N -0.0954 0.2162 -1.2563
C -1.1493 0.7167 -0.2911
N -1.8732 1.8317 -0.6834
P -3.1258 2.6245 0.3081
O -4.4462 1.5349 0.7041
Br -4.1130 4.1322 -1.1470
N -1.2837 -0.0709 0.9954
N -0.2850 -1.0562 0.8314
H -1.6135 2.2356 -1.6284
H -4.3935 1.3486 1.6973
H -1.9363 0.0517 1.8007
H -0.1865 -1.7145 1.6361
*
```

The calculated total energy is -3768.92402 Eh. Its SMILES is O=C(F)N(C(=O)F)c1nc(NP(O)Br)[nH][nH+]1. The value obtained for the HOMO energy is -13.35 eV. Its LUMO energy is -5.425 eV.

Here are the Löwdin charges for atoms 1 to 2, given in e: 0.110 -0.175

=====

8.
A structure of composition C4H4BrF2NO at a distorted geometry, computed with ωB97M-V/def2-TZVPD.

```
! RIJCOSX wB97M-V def2-TZVPD def2/J DEFGRID3
* xyz 0 1
C -0.5572 0.4041 -1.0993
C -0.2550 1.0637 1.6422
C 0.3155 -0.2834 1.3083
C -0.0219 -0.8306 -1.8236
N -0.2806 0.3981 0.3152
O -0.9740 1.4059 -1.5616
F 0.6080 2.0001 1.8142
F 2.0625 -0.1550 1.3353
Br 0.0658 -1.9804 1.9921
H -1.1881 1.2941 2.1022
H 0.9082 -1.2403 -1.3826
H 0.1094 -0.5103 -2.8241
H -0.7927 -1.5661 -1.8181
*
```

The calculated total energy is -3058.46592 Eh. The value obtained for the HOMO energy is -10.80 eV. Its LUMO energy is 0.235 eV.

Here are the Löwdin charges for atoms 1 to 2, given in e: -0.420 -0.244